[1]
C54H49CaN5S2Sb2 as an isolated structure, computed with wB97M-V/def2-TZVPD.

ΔE to the lowest compared entry with this formula, charge and spin   0.0000 eV
HOMO level (alpha / beta)   -4.75 / -6.43 eV
Multiplicity   1
Lowest unoccupied orbital energy (alpha / beta)   -0.02 / 0.24 eV
Maximum force   0.43 eV Å⁻¹
Frontier orbital gap (alpha / beta)   4.73 / 6.67 eV

Geometry (Å):
Ca -0.60564 0.20087 0.24232
N -3.77552 2.84779 2.52996
C -2.98210 2.06759 1.71101
S -1.26005 2.17784 2.01906
N -3.61469 1.36042 0.82573
N -2.84213 0.66678 -0.06751
C -3.48422 -0.16772 -0.88427
C -4.95583 -0.39774 -0.78999
C -5.41726 -1.68338 -0.51050
C -6.77606 -1.94117 -0.38638
C -7.69251 -0.91258 -0.54359
C -7.24220 0.37154 -0.82309
C -5.88470 0.62938 -0.93989
C -2.71110 -0.92226 -1.82008
C -3.31804 -1.66646 -2.86606
C -2.55405 -2.33837 -3.77433
C -1.14269 -2.28748 -3.66917
C -0.61059 -1.56551 -2.63651
N -1.33212 -0.90429 -1.71127
H -3.36971 3.13178 3.40404
H -4.75753 2.62069 2.52740
H -4.69829 -2.48773 -0.39538
H -7.11823 -2.94605 -0.16940
H -8.75351 -1.10956 -0.45147
H -7.95530 1.17734 -0.94771
H -5.53082 1.62675 -1.14631
H -4.39493 -1.66773 -2.95324
H -3.02475 -2.88929 -4.57871
H -0.49807 -2.79257 -4.37465
H 0.46978 -1.51262 -2.52190
C 3.15777 -0.79440 -0.84905
C 4.37221 -0.70744 0.07436
C 4.17123 0.12503 1.34857
Sb 2.22520 -0.07510 2.26755
C 2.44687 -2.15568 2.71885
C 1.43232 -3.03830 2.35497
C 1.57078 -4.40472 2.56981
C 2.72672 -4.89666 3.15691
C 3.74088 -4.02275 3.53082
C 3.60251 -2.65945 3.31174
C 2.84411 0.70556 4.15070
C 3.60068 1.87429 4.20257
C 3.99398 2.39923 5.42655
C 3.63092 1.76388 6.60534
C 2.87414 0.60118 6.55974
C 2.47999 0.07486 5.33716
Sb 2.38240 0.97854 -1.83363
C 3.10815 2.56382 -0.59364
C 4.43247 2.99429 -0.59403
C 4.84476 3.97961 0.29432
C 3.93799 4.54110 1.18467
C 2.61093 4.13556 1.17565
C 2.19675 3.15656 0.28221
C 3.91508 1.15360 -3.32001
C 3.93618 2.32392 -4.07796
C 4.90342 2.51572 -5.05321
C 5.85833 1.53489 -5.28672
C 5.84139 0.36558 -4.54147
C 4.87309 0.17566 -3.56236
H 2.30994 -1.23416 -0.31135
H 3.34900 -1.49035 -1.67086
H 5.22859 -0.30434 -0.47525
H 4.64005 -1.72799 0.36454
H 4.29349 1.18829 1.14889
H 4.91221 -0.14708 2.10160
H 0.51894 -2.66020 1.91185
H 0.77302 -5.07818 2.28096
H 2.83843 -5.95975 3.32712
H 4.64117 -4.40627 3.99460
H 4.39702 -1.98625 3.61557
H 3.88700 2.38114 3.28780
H 4.58390 3.30675 5.45750
H 3.93626 2.17507 7.55885
H 2.58995 0.10225 7.47761
H 1.89734 -0.83925 5.31152
H 5.14722 2.55403 -1.27996
H 5.87672 4.30784 0.29412
H 4.26377 5.30780 1.87623
H 1.89391 4.58078 1.85403
H 1.14819 2.87130 0.26855
H 3.19696 3.09866 -3.90366
H 4.90956 3.42986 -5.63302
H 6.61212 1.68142 -6.04934
H 6.58359 -0.40253 -4.71839
H 4.88232 -0.74193 -2.98706
S -3.68726 -1.96955 3.25624
C -2.34577 -1.04701 2.70144
N -1.68334 -1.54439 1.70481
C -2.22991 -2.75822 1.30557
C -1.78135 -3.55215 0.24825
C -2.45326 -4.72226 -0.03393
C -3.56069 -5.12305 0.72343
C -4.01394 -4.35237 1.77575
C -3.33964 -3.16808 2.05523
H -2.09464 -0.09114 3.14646
H -0.93992 -3.23241 -0.35254
H -2.12691 -5.33602 -0.86324
H -4.07270 -6.04389 0.47796
H -4.87585 -4.65120 2.35748
C -1.38673 2.66880 -1.70317
C -2.45497 2.50481 -2.59760
C -2.37032 1.60417 -3.68655
C -3.41369 1.45782 -4.57746
C -4.58067 2.20258 -4.42882
C -4.68871 3.09350 -3.36130
C -3.66000 3.23435 -2.45506
H -1.44678 3.28881 -0.81938
H -0.43872 2.19643 -1.93514
H -1.46731 1.01446 -3.80347
H -3.32611 0.75118 -5.39381
H -5.39697 2.08680 -5.12948
H -5.59741 3.67048 -3.23533
H -3.75546 3.91591 -1.61728

[2]
C54H49F4N8S3Ti as an isolated structure, computed with wB97M-V/def2-TZVPD.

ΔE to the lowest compared entry with this formula, charge and spin   0.1226 eV
HOMO level   -15.45 eV
Multiplicity   1
Lowest unoccupied orbital energy   -7.80 eV
Maximum force   0.49 eV Å⁻¹
Net charge   +3
Frontier orbital gap   7.65 eV

Geometry (Å):
Ti 0.06480 -0.64040 0.08156
C -2.67626 -3.10849 0.59636
C -2.10465 -2.32448 1.76347
N -0.61724 -2.10702 1.75471
C 0.02414 -3.43219 2.01238
C 1.54321 -3.45912 1.99592
C -0.31117 -1.21021 2.90477
C -0.83196 0.21478 2.66289
N -0.98293 0.44753 1.22066
C -2.00497 1.28872 0.78098
C -2.66198 0.95087 -0.39604
F -2.26369 -0.20880 -0.99260
C -3.69103 1.69228 -0.93008
F -4.26387 1.28607 -2.06055
C -4.11988 2.83590 -0.28333
C -3.48956 3.19120 0.89397
F -3.86588 4.28450 1.54427
C -2.44818 2.44149 1.42414
F -1.86418 2.84195 2.56034
H -3.74820 -3.21878 0.75899
H -2.54627 -2.59185 -0.35265
H -2.26729 -4.11464 0.51294
H -2.57942 -1.34545 1.80095
H -2.34636 -2.83310 2.70273
H -0.33643 -3.78982 2.98277
H -0.36760 -4.12699 1.27327
H 1.96782 -3.01551 1.09392
H 1.97989 -2.94201 2.84854
H 1.87029 -4.49734 2.05405
H -0.76456 -1.61975 3.81237
H 0.76492 -1.19829 3.04122
H -1.79536 0.36036 3.15281
H -0.13474 0.93364 3.09983
H -4.93460 3.42893 -0.67523
N 1.76587 -0.39347 0.84496
S 2.87433 0.62039 0.79547
N 3.47364 0.93666 -0.66613
S 3.30548 2.18666 -1.58076
N 1.87891 2.55098 -2.10996
S 0.85507 1.36105 -2.50999
N 0.41619 0.52913 -1.35793
C -0.46491 2.24856 -3.25432
C -0.80221 3.50160 -2.75700
C -1.94195 4.11661 -3.25025
C -2.72070 3.48070 -4.21018
C -2.37288 2.22302 -4.68658
C -1.23769 1.59030 -4.20644
C 1.62034 0.41272 -3.78877
C 1.84212 0.98924 -5.03610
C 2.48994 0.23901 -6.00241
C 2.90963 -1.05604 -5.71575
C 2.70242 -1.60547 -4.45754
C 2.05640 -0.86745 -3.47747
C 4.41992 1.85682 -2.90851
C 5.12268 0.66445 -2.99239
C 5.99269 0.49437 -4.06030
C 6.14411 1.49816 -5.00646
C 5.42504 2.68517 -4.90469
C 4.55243 2.87529 -3.84924
C 3.89750 3.68518 -0.87141
C 3.09623 4.81274 -0.78253
C 3.65006 5.96658 -0.24671
C 4.96981 5.97532 0.18163
C 5.75763 4.83222 0.08169
C 5.22608 3.67396 -0.45297
C 4.27676 -0.01402 1.64416
C 5.55361 0.06179 1.10598
C 6.61243 -0.45071 1.84190
C 6.38742 -1.01197 3.09104
C 5.10164 -1.07408 3.61822
C 4.03299 -0.57657 2.89413
C 2.47359 2.16019 1.57472
C 3.39243 2.76393 2.42647
C 3.06803 3.98849 2.99063
C 1.85043 4.58935 2.70259
C 0.95140 3.97898 1.83693
C 1.25587 2.75718 1.26085
H -0.18553 3.98658 -2.01286
H -2.21741 5.09962 -2.89274
H -3.60397 3.97278 -4.59497
H -2.97622 1.73225 -5.43819
H -0.95918 0.61878 -4.59568
H 1.50579 1.99534 -5.25317
H 2.65819 0.65995 -6.98430
H 3.40486 -1.63823 -6.48168
H 3.04767 -2.60734 -4.23826
H 1.90497 -1.26682 -2.48347
H 4.99549 -0.10511 -2.24466
H 6.55883 -0.42326 -4.14621
H 6.83366 1.36007 -5.82862
H 5.55318 3.46533 -5.64235
H 3.99569 3.79966 -3.75338
H 2.07579 4.79149 -1.13449
H 3.04964 6.86332 -0.17524
H 5.39539 6.88345 0.58741
H 6.78897 4.85105 0.40600
H 5.83866 2.78665 -0.55955
H 5.71681 0.49371 0.12926
H 7.61447 -0.41161 1.43735
H 7.21932 -1.40476 3.66001
H 4.93469 -1.50985 4.59370
H 3.02807 -0.61521 3.29407
H 4.33900 2.29443 2.65585
H 3.76635 4.46600 3.66448
H 1.59902 5.53846 3.15728
H 0.00500 4.45456 1.61790
H 0.56388 2.27749 0.58256
N -1.89606 -1.76605 -5.82272
C -1.47827 -2.30049 -4.89651
C -0.89356 -2.83064 -3.69531
C -0.35503 -4.10889 -3.59545
C 0.27107 -4.45275 -2.40897
C 0.33784 -3.52529 -1.38432
N -0.20070 -2.29746 -1.46893
C -0.80753 -1.97004 -2.61422
H -0.41595 -4.80219 -4.42388
H 0.71563 -5.42871 -2.27580
H 0.85369 -3.76751 -0.46690
H -1.23174 -0.98140 -2.68569

[3]
C54H50Br2IN6O6S2Ti as an isolated structure, computed with wB97M-V/def2-TZVPD.

HOMO level (alpha / beta)   -7.65 / -7.65 eV
Multiplicity   2
Lowest unoccupied orbital energy (alpha / beta)   -0.53 / -0.52 eV
Maximum force   3.40 eV Å⁻¹
Frontier orbital gap (alpha / beta)   7.12 / 7.13 eV

Geometry (Å):
Ti -4.41354 22.34014 6.30964
C 1.87797 26.60837 1.86936
C 0.72215 25.72079 2.26585
C 0.50212 25.40782 3.60264
C -0.55929 24.64181 4.05317
C -1.46601 24.16820 3.11283
C -1.27958 24.46416 1.71699
C -0.11683 25.13431 1.30018
S -2.88001 23.18924 3.52467
O -2.91158 23.03545 5.07996
C -2.37724 21.57539 2.98805
C -1.29220 20.93708 3.68082
C -0.91514 19.68506 3.32767
C -1.68704 18.93825 2.44633
C -1.40596 17.58735 2.21854
C -2.18589 16.77806 1.41496
C -3.35873 17.35780 0.81185
C -3.50839 18.73040 0.89007
C -2.75836 19.55690 1.77407
C -3.07792 20.91662 1.97505
C -4.03298 21.68090 1.08271
C -3.67316 22.13017 -0.19425
C -2.40815 21.71306 -0.79992
C -2.00001 22.31554 -1.94318
C -2.75715 23.35150 -2.51777
C -3.95844 23.67874 -1.99484
C -4.45780 23.05509 -0.85591
C -5.74953 23.42302 -0.37836
C -6.17637 22.91433 0.88049
C -5.31353 22.03223 1.57116
S -5.92080 21.30489 3.14914
O -5.07476 21.92347 4.22007
C -7.57742 21.90334 3.38245
C -7.79534 23.08936 4.07513
C -9.13678 23.36662 4.37296
C -10.22122 22.61572 4.00947
C -11.63321 23.10099 4.39314
C -9.98302 21.44961 3.37172
C -8.68372 21.02266 3.14889
H 1.51764 27.65242 1.58960
H 2.39319 26.20600 0.93714
H 2.55641 26.73882 2.73896
H 1.26790 25.61997 4.33022
H -0.71484 24.47931 5.09199
H -1.87166 24.00960 0.91131
H 0.11413 25.27096 0.24935
H -0.84347 21.57358 4.40261
H 0.04818 19.27184 3.57268
H -0.55147 17.16993 2.69469
H -1.91751 15.76531 1.18460
H -4.05455 16.81669 0.19300
H -4.30325 19.24001 0.43904
H -1.82017 20.92041 -0.28856
H -1.05945 22.00765 -2.45925
H -2.35250 23.80414 -3.43476
H -4.47620 24.57203 -2.41512
H -6.46444 23.99500 -0.96372
H -7.19372 23.04317 1.28152
H -6.98319 23.80838 4.36845
H -9.34235 24.24705 5.02128
H -11.84628 23.03107 5.44101
H -12.43347 22.50080 3.94376
H -11.82683 24.11799 3.99644
H -10.80453 20.72366 3.10964
H -8.43548 20.08795 2.65130
O -5.49371 17.78517 3.39102
H -5.76003 16.87228 3.12946
H -6.12655 18.14545 3.98233
I -2.66906 24.60009 8.05930
N -6.47046 25.04606 8.09904
C -6.10652 24.99045 6.75426
O -5.62471 23.89356 6.31742
C -6.31743 26.01524 5.82789
C -6.77497 27.32741 6.17482
N -7.28002 28.34156 6.38872
C -5.57564 25.80912 4.58826
N -4.82238 25.66257 3.72978
H -5.77191 24.63634 8.68412
H -6.71927 25.95811 8.43024
Br -10.70605 23.16489 8.02023
C -9.99811 21.48842 7.44917
C -10.79901 20.40591 7.38553
C -10.27423 19.16927 6.91589
C -8.99315 19.10555 6.50790
C -8.17783 20.24255 6.57859
C -8.66741 21.40419 7.17057
C -6.75470 20.24012 6.10378
O -6.54143 19.42930 5.20475
O -5.92644 21.07062 6.60486
H -11.84843 20.49161 7.74678
H -10.86614 18.23957 7.03282
H -8.62471 18.15929 6.17047
H -8.03119 22.30930 7.22004
Br -0.52902 16.78038 6.17236
C -1.73115 18.22753 6.36873
C -2.80521 18.40871 5.55664
C -3.43590 19.64096 5.57333
N -3.09438 20.57842 6.42354
C -2.05448 20.40748 7.21130
C -1.28522 19.26468 7.16921
H -3.09008 17.64486 4.83469
H -4.20193 19.78221 4.82573
H -1.80019 21.22975 7.90103
H -0.44383 19.12361 7.84419
C -3.89991 20.86409 11.26564
C -5.21421 21.01569 10.51083
C -5.94458 22.37434 10.76572
C -6.17153 19.85954 10.78465
N -5.00125 20.86076 9.07620
N -4.37560 21.98158 8.44301
H -4.12959 21.04874 12.37106
H -3.07728 21.53569 11.04533
H -3.59184 19.76200 11.13359
H -5.89175 22.72454 11.81014
H -6.94963 22.26955 10.51259
H -5.58877 23.30039 10.27139
H -6.11026 19.45154 11.82133
H -5.89359 19.06580 10.14524
H -7.12099 20.18405 10.55145
H -5.86107 20.52181 8.61301
H -3.43523 22.06575 8.79617
H -4.84411 22.89600 8.65964

[4]
C54H51MnN3O3P2S2 as an isolated structure, computed with wB97M-V/def2-TZVPD.

ΔE to the lowest compared entry with this formula, charge and spin   0.0000 eV
HOMO level (alpha / beta)   -0.57 / -0.61 eV
Multiplicity   6
Lowest unoccupied orbital energy (alpha / beta)   3.82 / 3.82 eV
Maximum force   1.36 eV Å⁻¹
Net charge   -2
Frontier orbital gap (alpha / beta)   4.39 / 4.44 eV

Geometry (Å):
Mn -0.43505 -0.33472 -0.54989
C 0.65314 -3.17666 0.21829
N 1.08279 -1.82779 0.64066
C 2.50016 -1.59961 0.36570
C 0.78575 -1.65899 2.06155
C 1.40183 -2.49586 2.98496
C 1.02208 -2.51130 4.31886
C -0.05271 -1.70711 4.69627
C -0.64178 -0.84868 3.79018
C -0.17823 -0.71748 2.46465
N -0.64179 0.19086 1.54191
C -1.13550 1.40227 1.90080
C -0.98336 2.03708 3.16402
C -1.57749 3.25099 3.46490
C -2.34604 3.93126 2.52463
C -2.42370 3.38189 1.25007
C -1.81522 2.18243 0.92265
N -1.80703 1.75527 -0.47009
C -3.15248 1.54419 -1.00745
C -1.08994 2.74720 -1.28655
H 1.30231 -3.94857 0.65590
H 0.69281 -3.25619 -0.87259
H -0.38027 -3.34460 0.53331
H 3.13083 -2.39622 0.78530
H 2.79416 -0.63950 0.78458
H 2.67439 -1.55949 -0.70787
H 2.17458 -3.17649 2.64310
H 1.51421 -3.16584 5.02844
H -0.45336 -1.77096 5.70236
H -1.51435 -0.28121 4.08243
H -0.37136 1.55661 3.91399
H -1.43638 3.67144 4.45610
H -2.84216 4.86442 2.76270
H -2.96330 3.91690 0.47538
H -3.72627 2.48219 -1.03918
H -3.67863 0.81276 -0.39742
H -3.07867 1.14982 -2.02086
H -1.65737 3.68669 -1.36887
H -0.92200 2.34849 -2.29097
H -0.12535 2.95476 -0.83416
S -2.68897 -3.59515 1.78095
C -4.02440 -2.89552 0.89715
C -5.35942 -3.11199 1.32326
C -6.47351 -2.65863 0.63385
C -6.31413 -1.93360 -0.54500
C -5.01947 -1.66847 -0.97743
C -3.88544 -2.10778 -0.28214
S -2.30922 -1.70280 -0.99418
H -5.48376 -3.68424 2.23542
H -7.46920 -2.87453 1.01347
H -7.16971 -1.58211 -1.11310
H -4.86566 -1.09645 -1.88900
C -0.81293 -2.42506 -3.82129
P 0.02616 -0.85538 -3.25078
C 1.67320 -1.19700 -4.02681
C 2.43205 -2.15995 -3.37032
C 3.66794 -2.56659 -3.85893
C 4.17299 -2.00828 -5.02304
C 3.42521 -1.04685 -5.69284
C 2.19071 -0.64927 -5.20044
C -0.89656 0.33039 -4.31483
C -0.32862 1.44727 -4.92622
C -1.11030 2.31236 -5.68726
C -2.47475 2.09476 -5.81650
C -3.05979 1.02139 -5.15497
C -2.28027 0.14954 -4.40753
P 0.13924 -3.95330 -4.14068
C 0.79658 -3.66778 -5.84539
C 0.39639 -2.62933 -6.67866
C 0.91804 -2.49735 -7.96059
C 1.85843 -3.40546 -8.42612
C 2.27685 -4.44089 -7.60360
C 1.75200 -4.56457 -6.32146
C -1.29997 -5.05521 -4.53114
C -2.09398 -4.93507 -5.66777
C -3.15528 -5.80388 -5.88930
C -3.43899 -6.80489 -4.96896
C -2.66534 -6.92761 -3.82768
C -1.59828 -6.05788 -3.61595
H -1.43265 -2.21086 -4.69077
H -1.48757 -2.68608 -2.99676
H 2.04669 -2.61423 -2.46641
H 4.22512 -3.32974 -3.32921
H 5.13512 -2.32208 -5.41022
H 3.79689 -0.61367 -6.61441
H 1.61922 0.07347 -5.76191
H 0.71251 1.67870 -4.75336
H -0.64778 3.17016 -6.16102
H -3.08292 2.77052 -6.40646
H -4.13057 0.86367 -5.20621
H -2.74704 -0.66353 -3.85847
H -0.31986 -1.89575 -6.32204
H 0.59363 -1.67755 -8.58987
H 2.27141 -3.29892 -9.42207
H 3.01755 -5.14876 -7.95495
H 2.08900 -5.36702 -5.67299
H -1.88432 -4.15735 -6.39413
H -3.76764 -5.69064 -6.77580
H -4.26678 -7.48232 -5.14050
H -2.89365 -7.68827 -3.09232
H -1.00282 -6.14358 -2.71390
O 3.26223 1.53174 0.96938
C 3.91513 2.04601 -0.09959
C 5.19135 2.60517 0.07353
C 5.88734 3.12465 -0.99671
C 5.33149 3.09099 -2.26528
C 4.06289 2.53988 -2.42421
C 3.33318 2.02118 -1.37072
C 1.90517 1.49679 -1.68520
O 1.51479 1.65046 -2.84931
O 1.27880 1.00672 -0.71418
H 3.79381 1.67082 1.75971
H 5.62624 2.61819 1.06893
H 6.86883 3.55707 -0.83691
H 5.87034 3.48503 -3.11848
H 3.59228 2.49530 -3.39847